Molecular formula: C48H63BLuN6O2PS3
Method: DFT, ωB97M-V/def2-TZVPD

* charge: +2
* frontier orbital gap: 5.21 eV
* E_tot: -139918.181 eV
* spin multiplicity: 1

Positions of all 125 atoms, in Å:
1 H 3.72010 -6.42440 -2.23080
2 C -5.84070 1.75790 0.49330
3 C 0.27390 0.35400 5.45640
4 C 7.72690 -0.27270 -2.13260
5 C -0.40270 3.26190 -4.21080
6 C 1.83110 0.43710 -5.46320
7 C -4.75000 2.20440 -0.24110
8 C 3.31830 -1.31610 -6.43580
9 H -3.95730 -0.18500 -0.41860
10 C -1.82940 -1.24690 2.10220
11 C 0.98530 1.57710 -5.46130
12 H -6.50950 0.96330 2.34810
13 H 1.61340 -5.56330 -2.17100
14 C 4.62410 0.71370 0.64170
15 H 0.76540 -1.68330 5.90510
16 H -2.82430 -0.80400 2.02230
17 C 3.87660 -6.09980 -1.20570
18 H 5.44540 1.07940 -4.33160
19 C -1.09370 -0.70750 3.23680
20 H 6.62750 1.21100 0.14210
21 H 4.91160 -4.40270 -3.09780
22 C 2.46330 -0.08390 -6.73260
23 N 2.11950 -0.16830 -4.34450
24 H -0.55440 3.69480 -5.19320
25 H 5.77100 1.24390 2.35200
26 H -4.88200 2.57940 -1.24470
27 S 2.06060 -0.10520 1.09240
28 H 5.33070 -4.60500 0.58800
29 O 0.34510 -2.69130 0.60020
30 H 0.81210 0.43070 -8.06390
31 H -0.45560 -2.60840 3.99430
32 B 2.10180 -0.37840 -1.96040
33 H -3.33090 -1.26950 -1.33100
34 C 6.66030 0.74290 -2.57270
35 N 2.83940 -2.54850 -1.44530
36 H 3.62290 -4.52040 1.01000
37 H 8.07050 2.22270 -3.25470
38 H 0.85970 6.00200 2.94940
39 H -0.00500 4.01470 -3.53470
40 H 6.48650 2.88700 -2.85930
41 O -3.11790 -0.61950 -0.64460
42 C 0.25410 -1.01650 5.22810
43 C 3.36290 1.03630 -7.27670
44 H -1.03030 7.03460 4.12930
45 H -1.54390 -4.10680 -2.14630
46 H 1.85080 4.20280 1.80060
47 P -1.49880 1.76700 2.06590
48 H 4.44980 -3.08560 0.39090
49 C -1.12400 6.02990 3.74440
50 C 1.63460 -4.49180 -2.06960
51 H 8.14960 -0.03180 -1.16120
52 H -0.66950 -5.44740 -2.90790
53 H 5.82990 -0.61740 -4.03180
54 H 1.11880 -2.77920 1.17700
55 C 4.37730 -4.16750 0.30980
56 H 7.61390 2.43930 -1.57160
57 H -1.36400 2.94610 -3.80790
58 H 0.71590 3.26180 0.82510
59 H -5.10060 1.19750 4.40030
60 C -2.30180 5.32320 3.91920
61 C -0.36010 1.20670 4.56790
62 H 2.70320 -2.13540 -6.07410
63 H 6.08470 -4.63860 -1.80740
64 H 4.79100 -6.56720 -0.85370
65 H -6.82660 1.77140 0.05770
66 S 0.49320 1.90090 -1.51550
67 H 2.78530 1.92090 -7.53070
68 H -3.33340 3.48730 3.54570
69 H 0.80570 0.75110 6.30470
70 C 2.78610 -3.84220 -1.55300
71 H 0.69300 -1.18110 -7.35130
72 C 1.00350 3.52380 1.84780
73 H 7.07050 0.47010 -4.66560
74 C -0.14820 4.16200 2.56360
75 C 0.90730 1.43320 -3.09550
76 N 3.29860 0.12740 -1.24930
77 C 7.24080 2.16420 -2.55450
78 H 4.06360 -1.08750 -5.67970
79 C -3.29890 1.70370 1.63870
80 H -4.45420 -0.31880 3.80570
81 C -1.34490 3.45820 2.73730
82 C 1.38020 -0.44200 -7.75690
83 H 4.11520 1.31050 -6.53930
84 C -0.74940 -4.36690 -2.84520
85 C 0.52760 -3.75190 -2.39770
86 C -1.04360 0.69660 3.46790
87 H -2.62350 2.50170 -0.24090
88 C -0.05830 5.44850 3.07690
89 H 1.84890 -0.86180 -8.64200
90 C 5.66960 0.88090 -0.22450
91 C -4.39860 1.27630 2.38960
92 C 4.03250 -4.58270 -1.12520
93 Lu -0.66510 -0.15380 0.22630
94 H -3.34790 0.98720 4.25230
95 H -0.25450 -3.40640 0.85490
96 H 0.70560 2.02930 -6.39770
97 H 7.30600 -1.27580 -2.09180
98 N 4.32390 0.33320 -2.08320
99 C 5.49560 0.65110 -1.61430
100 C -5.65600 1.30030 1.78240
101 H 4.40450 0.16240 2.69010
102 H -1.03930 -3.97720 -3.81880
103 H 8.53480 -0.27270 -2.85960
104 H -1.92260 -2.33610 2.15610
105 C -2.41510 4.03960 3.41390
106 C -0.41560 -1.53650 4.14320
107 H 1.31200 2.60910 2.36120
108 H -3.13070 5.77050 4.44520
109 C 4.74450 1.00500 2.09260
110 N 1.66920 0.33060 -3.20170
111 C -4.30770 0.76250 3.79340
112 H 3.86960 0.69300 -8.17420
113 H 4.10720 1.85190 2.34290
114 C -3.49140 2.16100 0.32710
115 C 0.60110 -2.34540 -2.22690
116 S -0.74850 -1.33900 -2.37870
117 H 3.82630 -1.64040 -7.34020
118 H -0.31130 2.27580 4.72260
119 N 1.80070 -1.79100 -1.84490
120 C 3.38250 0.26060 0.09640
121 C 0.50930 2.09600 -4.28500
122 H 5.29750 -3.06520 -2.01060
123 C 6.21920 0.39650 -3.99390
124 C 5.15700 -4.14070 -2.07200
125 H 3.06030 -6.46120 -0.58500